No. 1
{"formula": "C4H3NO", "method": "ωB97M-V/def2-TZVPD", "e_tot_ev": -7731.249, "e_homo_ev": -11.12, "de_lowest_kj_mol": 144.2, "total_charge": 0, "orbital_gap_ev": 11.7, "smiles": "C#C[C@H](O)C#N", "species": ["C", "C", "C", "O", "C", "N", "H", "H", "H"], "positions_angstrom": [[-1.257, -1.309, -1.112], [-0.642, -0.437, -0.558], [0.095, 0.655, 0.107], [1.283, 1.023, -0.547], [0.359, 0.299, 1.526], [0.609, 0.029, 2.621], [-1.810, -2.084, -1.598], [-0.532, 1.553, 0.103], [1.883, 0.264, -0.538]], "nbo_charge": [-0.159, -0.067, -0.054, -0.658, 0.248, -0.282, 0.244, 0.250, 0.479]}



No. 2
{"formula": "C6H20N6", "method": "ωB97M-V/def2-TZVPD", "e_tot_ev": -15479.154, "e_homo_ev": [-7.31, -7.23], "de_lowest_kj_mol": 451.8, "total_charge": 0, "orbital_gap_ev": [8.2, 8.0], "species": ["C", "C", "C", "C", "C", "C", "N", "N", "N", "N", "N", "N", "H", "H", "H", "H", "H", "H", "H", "H", "H", "H", "H", "H", "H", "H", "H", "H", "H", "H", "H", "H"], "positions_angstrom": [[1.021, -2.354, 1.074], [-0.205, -2.230, -0.957], [-0.578, 2.121, -0.207], [0.726, -1.367, -0.036], [-0.991, 0.643, -0.322], [0.001, -0.180, 0.429], [-2.429, 0.890, 1.453], [-3.452, 0.589, -0.598], [3.276, 1.075, 0.809], [2.748, 1.081, -1.249], [-2.324, 0.263, 0.268], [2.360, 1.526, 0.010], [0.099, -2.552, 1.675], [1.509, -3.255, 0.657], [1.701, -1.903, 1.850], [-1.172, -2.351, -0.479], [-0.459, -1.496, -1.720], [0.226, -3.138, -1.349], [-0.645, 2.461, 0.802], [-1.129, 2.724, -0.907], [0.413, 2.271, -0.586], [1.674, -1.044, -0.717], [-0.897, 0.283, -1.383], [-0.028, -0.044, 1.452], [-2.868, 1.735, 1.406], [-2.968, 0.196, 2.071], [-3.360, 1.404, -1.253], [-3.759, -0.277, -1.167], [2.795, 0.680, 1.680], [3.866, 0.349, 0.562], [2.454, 0.126, -1.281], [2.395, 1.773, -1.985]], "nbo_charge": [-0.604, -0.611, -0.643, -0.270, -0.125, -0.053, -0.660, -0.732, -0.583, -0.711, -0.145, -0.099, 0.219, 0.212, 0.192, 0.217, 0.196, 0.211, 0.221, 0.191, 0.243, 0.151, 0.193, 0.173, 0.340, 0.356, 0.344, 0.364, 0.352, 0.343, 0.343, 0.374]}



No. 3
{"formula": "C5H8N6O3S", "method": "ωB97M-V/def2-TZVPD", "e_tot_ev": -31211.805, "e_homo_ev": -17.78, "de_lowest_kj_mol": 4.8, "total_charge": 2, "orbital_gap_ev": 9.9, "species": ["C", "C", "C", "C", "C", "N", "N", "N", "N", "N", "N", "O", "O", "O", "S", "H", "H", "H", "H", "H", "H", "H", "H"], "positions_angstrom": [[-3.055, 1.449, -0.262], [-3.364, 0.135, -0.068], [-1.221, 0.308, -0.247], [0.279, 0.257, -0.283], [3.318, -0.269, 0.211], [-2.218, -0.534, -0.038], [-1.741, 1.512, -0.415], [4.656, -0.504, -0.212], [0.961, -0.847, 0.063], [-4.716, -0.523, 0.267], [2.329, -1.009, -0.336], [0.799, 1.202, -0.743], [-5.682, 0.079, 0.068], [-4.516, -1.625, 0.633], [3.126, 0.528, 1.761], [-3.671, 2.334, -0.093], [-2.194, -1.541, -0.041], [-1.193, 2.383, -0.659], [4.834, -0.950, -1.150], [5.411, -0.148, 0.205], [0.728, -1.549, 0.704], [2.583, -1.569, -1.237], [4.547, 0.882, 1.872]], "nbo_charge": [-0.002, 0.179, 0.291, 0.638, 0.371, -0.425, -0.409, -0.716, -0.445, 0.581, -0.410, -0.503, -0.241, -0.338, 0.188, 0.296, 0.483, 0.503, 0.433, 0.421, 0.432, 0.454, 0.218]}



No. 4
{"formula": "C5H10NS", "method": "ωB97M-V/def2-TZVPD", "e_tot_ev": -17662.460, "e_homo_ev": -14.39, "de_lowest_kj_mol": 372.6, "total_charge": 1, "orbital_gap_ev": 8.9, "species": ["C", "C", "C", "C", "C", "N", "S", "H", "H", "H", "H", "H", "H", "H", "H", "H", "H"], "positions_angstrom": [[0.783, -0.893, -0.022], [0.036, 1.443, 0.082], [1.495, 1.698, -0.146], [0.265, -2.260, -0.070], [-1.766, 0.038, 0.099], [-0.485, 0.222, -0.570], [2.150, -0.045, 0.080], [-0.155, 1.364, 1.129], [-0.412, 2.401, -0.058], [1.756, 2.001, -1.087], [2.077, 2.200, 0.566], [0.978, -3.148, 0.195], [0.288, -2.520, -1.175], [-0.626, -2.385, 0.540], [-1.812, -0.011, 1.137], [-2.095, -0.847, -0.353], [-2.477, 0.741, -0.349]], "nbo_charge": [0.123, -0.295, -0.436, -0.757, -0.463, -0.324, 0.634, 0.192, 0.262, 0.243, 0.256, 0.287, 0.322, 0.285, 0.202, 0.219, 0.250]}



No. 5
{"formula": "C5H6O", "method": "ωB97M-V/def2-TZVPD", "e_tot_ev": -7328.792, "e_homo_ev": -9.49, "de_lowest_kj_mol": 47.6, "total_charge": 0, "orbital_gap_ev": 10.2, "smiles": "O=C1C=CCC1", "species": ["O", "C", "C", "C", "C", "C", "H", "H", "H", "H", "H", "H"], "positions_angstrom": [[2.349, -0.741, 0.187], [1.257, -0.271, -0.039], [0.824, 1.145, -0.056], [-0.510, 1.202, -0.008], [-1.174, -0.169, 0.026], [0.036, -1.154, -0.043], [1.530, 1.964, -0.018], [-1.085, 2.129, 0.040], [-1.853, -0.264, -0.840], [-1.819, -0.250, 0.908], [0.473, -1.776, 0.751], [-0.028, -1.814, -0.909]], "nbo_charge": [-0.554, 0.551, -0.325, -0.088, -0.449, -0.539, 0.231, 0.215, 0.223, 0.228, 0.266, 0.241]}



Which formula does entry 1 have?
C4H3NO



Copy entry 2 word for word.
{"formula": "C6H20N6", "method": "ωB97M-V/def2-TZVPD", "e_tot_ev": -15479.154, "e_homo_ev": [-7.31, -7.23], "de_lowest_kj_mol": 451.8, "total_charge": 0, "orbital_gap_ev": [8.2, 8.0], "species": ["C", "C", "C", "C", "C", "C", "N", "N", "N", "N", "N", "N", "H", "H", "H", "H", "H", "H", "H", "H", "H", "H", "H", "H", "H", "H", "H", "H", "H", "H", "H", "H"], "positions_angstrom": [[1.021, -2.354, 1.074], [-0.205, -2.230, -0.957], [-0.578, 2.121, -0.207], [0.726, -1.367, -0.036], [-0.991, 0.643, -0.322], [0.001, -0.180, 0.429], [-2.429, 0.890, 1.453], [-3.452, 0.589, -0.598], [3.276, 1.075, 0.809], [2.748, 1.081, -1.249], [-2.324, 0.263, 0.268], [2.360, 1.526, 0.010], [0.099, -2.552, 1.675], [1.509, -3.255, 0.657], [1.701, -1.903, 1.850], [-1.172, -2.351, -0.479], [-0.459, -1.496, -1.720], [0.226, -3.138, -1.349], [-0.645, 2.461, 0.802], [-1.129, 2.724, -0.907], [0.413, 2.271, -0.586], [1.674, -1.044, -0.717], [-0.897, 0.283, -1.383], [-0.028, -0.044, 1.452], [-2.868, 1.735, 1.406], [-2.968, 0.196, 2.071], [-3.360, 1.404, -1.253], [-3.759, -0.277, -1.167], [2.795, 0.680, 1.680], [3.866, 0.349, 0.562], [2.454, 0.126, -1.281], [2.395, 1.773, -1.985]], "nbo_charge": [-0.604, -0.611, -0.643, -0.270, -0.125, -0.053, -0.660, -0.732, -0.583, -0.711, -0.145, -0.099, 0.219, 0.212, 0.192, 0.217, 0.196, 0.211, 0.221, 0.191, 0.243, 0.151, 0.193, 0.173, 0.340, 0.356, 0.344, 0.364, 0.352, 0.343, 0.343, 0.374]}